# C43H39F6N4O8S2Ta

C43H39F6N4O8S2Ta as an isolated structure in a non-equilibrium geometry (the ωB97M-V functional and the def2-TZVPD basis, OMol25).

## Properties
Energy above the lowest of the compared OMol25 structures with the same formula, charge and spin in kJ/mol: 161.1
Gap between HOMO and LUMO in eV: 7.7
LUMO in eV: -5.909
E_HOMO in eV: -13.6198

```
! RIJCOSX wB97M-V def2-TZVPD def2/J DEFGRID3
* xyz 2 1
Ta 0.738 -0.088 0.102
O 0.106 -0.752 -1.392
C -0.724 -1.074 -2.523
C -0.791 0.239 -3.320
C -1.301 1.455 -2.592
C -2.270 2.234 -3.212
C -2.663 3.426 -2.636
C -2.130 3.766 -1.407
C -1.224 2.910 -0.798
C -0.815 3.141 0.626
C -1.218 1.933 1.531
O -0.347 0.874 1.113
C -2.680 1.525 1.412
C -3.679 2.490 1.327
C -5.016 2.128 1.366
C -5.373 0.801 1.550
C -4.383 -0.162 1.652
C -3.046 0.191 1.544
C -0.870 2.308 2.975
C 0.478 2.406 3.319
C 0.850 2.786 4.598
C -0.121 3.072 5.547
C -1.461 2.968 5.210
C -1.839 2.588 3.928
N -0.756 1.806 -1.410
C -2.051 -1.645 -2.039
C -1.987 -2.794 -1.248
C -3.141 -3.435 -0.834
C -4.378 -2.949 -1.236
C -4.447 -1.813 -2.025
C -3.290 -1.150 -2.415
C -0.002 -2.096 -3.408
C 1.375 -1.984 -3.583
C 2.055 -2.869 -4.403
C 1.361 -3.868 -5.071
C -0.012 -3.974 -4.912
C -0.693 -3.096 -4.080
H -1.380 0.062 -4.217
H 0.238 0.441 -3.629
H -2.692 1.908 -4.154
H -3.392 4.063 -3.119
H -2.418 4.685 -0.914
H -1.262 4.048 1.024
H 0.264 3.223 0.712
H -3.432 3.542 1.266
H -5.779 2.891 1.285
H -6.416 0.524 1.625
H -4.644 -1.194 1.833
H -2.279 -0.571 1.589
H 1.233 2.163 2.580
H 1.899 2.862 4.856
H 0.167 3.380 6.543
H -2.221 3.171 5.952
H -2.889 2.504 3.685
H -1.018 -3.209 -1.010
H -3.069 -4.332 -0.232
H -5.286 -3.459 -0.941
H -5.410 -1.439 -2.348
H -3.368 -0.270 -3.040
H 1.908 -1.190 -3.076
H 3.127 -2.776 -4.526
H 1.889 -4.554 -5.720
H -0.560 -4.748 -5.433
H -1.764 -3.196 -3.962
O 2.650 0.533 -1.648
C 3.905 -0.047 -1.276
C 3.677 -1.515 -1.113
C 4.655 -2.429 -1.456
C 4.394 -3.781 -1.306
C 3.138 -4.162 -0.866
C 2.216 -3.183 -0.559
N 2.479 -1.871 -0.639
H 2.810 1.446 -1.911
H 4.265 0.375 -0.331
H 4.644 0.125 -2.058
H 5.606 -2.087 -1.841
H 5.145 -4.520 -1.550
H 2.864 -5.204 -0.772
H 1.220 -3.462 -0.259
F 2.205 -0.426 4.729
C 3.284 -0.412 3.968
F 3.611 0.844 3.664
F 4.282 -1.008 4.568
S 2.921 -1.250 2.341
O 2.115 -0.211 1.651
O 4.180 -1.526 1.753
N 2.054 -2.505 2.666
S 0.571 -2.742 2.236
O 0.178 -1.844 1.112
O 0.257 -4.104 2.045
C -0.505 -2.018 3.579
F -1.764 -2.184 3.217
F -0.301 -2.518 4.765
F -0.207 -0.713 3.582
C 3.837 3.653 1.010
C 2.736 3.135 0.139
N 2.370 3.894 -0.905
O 2.176 2.055 0.362
H 3.463 4.503 1.587
H 4.688 4.000 0.425
H 4.152 2.883 1.708
H 2.786 4.796 -1.073
H 1.543 3.650 -1.430
*
```


# C23H40NO2

A 2-piece molecular cluster, C23H40NO2 overall in a non-equilibrium geometry (the ωB97M-V functional and the def2-TZVPD basis, OMol25).

## Properties
Gap between HOMO and LUMO in eV: 6.9
LUMO in eV: -4.345
E_HOMO in eV: -11.2096

```
! RIJCOSX wB97M-V def2-TZVPD def2/J DEFGRID3
* xyz 1 1
C -0.551 4.287 -0.270
C -0.969 3.546 -1.569
C 0.165 2.675 -2.120
C 0.497 1.544 -1.099
C 1.620 0.653 -1.633
N 2.989 1.215 -1.666
C 3.926 0.343 -1.689
C 3.247 -1.021 -1.644
C 1.936 -0.660 -0.878
C 2.309 -0.272 0.603
O 1.594 -1.115 1.486
C 0.488 -0.483 2.058
C -0.719 -0.589 1.408
C -1.887 0.016 1.894
C -3.262 -0.024 1.196
C -1.761 0.729 3.075
C -0.549 0.827 3.723
C 0.604 0.235 3.244
C 1.885 0.464 4.047
C 2.894 -0.703 4.022
C 2.489 1.825 3.637
H 0.521 4.527 -0.322
H -0.770 3.683 0.619
H -1.090 5.232 -0.158
H -1.184 4.329 -2.308
H -1.872 2.955 -1.378
H 1.084 3.263 -2.271
H -0.121 2.157 -3.047
H -0.404 0.984 -0.836
H 0.859 2.058 -0.196
H 1.326 0.404 -2.668
H 3.192 2.214 -1.668
H 4.993 0.552 -1.704
H 3.771 -1.799 -1.074
H 3.139 -1.442 -2.655
H 1.201 -1.464 -0.877
H 2.193 0.793 0.820
H 3.375 -0.513 0.757
H -0.808 -1.151 0.475
H -3.080 -0.087 0.114
H -3.718 0.957 1.367
H -3.903 -0.847 1.520
H -2.606 1.257 3.516
H -0.482 1.419 4.635
H 1.566 0.578 5.093
H 2.385 -1.661 3.881
H 3.539 -0.590 3.136
H 3.555 -0.703 4.893
H 2.620 1.933 2.552
H 3.398 2.088 4.190
H 1.748 2.595 3.906
C -4.057 -2.406 -3.686
C -2.568 -2.231 -3.446
O -2.222 -2.130 -2.073
C -2.523 -3.264 -1.271
C -1.793 -4.527 -1.690
H -4.625 -1.644 -3.151
H -4.281 -2.332 -4.750
H -4.408 -3.380 -3.340
H -2.242 -1.297 -3.906
H -1.997 -3.033 -3.927
H -3.604 -3.438 -1.238
H -2.229 -2.981 -0.258
H -2.149 -4.895 -2.654
H -1.950 -5.317 -0.955
H -0.722 -4.340 -1.786
*
```


# C2H4O3

A 2-piece molecular cluster, C2H4O3 overall in a non-equilibrium geometry (the ωB97M-V functional and the def2-TZVPD basis, OMol25).

## Properties
Energy above the lowest of the compared OMol25 structures with the same formula, charge and spin in kJ/mol: 111.6
SMILES: O=CO.C=O
Gap between HOMO and LUMO in eV: 11.1
LUMO in eV: 0.830
E_HOMO in eV: -10.2594

```
! RIJCOSX wB97M-V def2-TZVPD def2/J DEFGRID3
* xyz 0 1
O -1.721 -0.786 0.508
C -1.793 0.062 -0.337
O -2.078 -0.113 -1.628
H -1.775 1.135 -0.082
H -2.075 -1.074 -1.790
C 2.377 0.188 0.818
O 1.983 0.951 -0.011
H 3.418 0.145 1.170
H 1.664 -0.507 1.351
*
```


# C4H7N

C4H7N as an isolated structure in a non-equilibrium geometry (the ωB97M-V functional and the def2-TZVPD basis, OMol25).

## Properties
Energy above the lowest of the compared OMol25 structures with the same formula, charge and spin in kJ/mol: 184.3
Gap between HOMO and LUMO in eV: 10.5
LUMO in eV: 1.164
E_HOMO in eV: -9.2967

```
! RIJCOSX wB97M-V def2-TZVPD def2/J DEFGRID3
* xyz 0 1
C -2.009 -0.186 -0.228
C -0.749 1.018 0.074
C -0.091 -0.337 0.481
C 1.208 -0.735 -0.193
N -1.257 -1.150 0.097
H -3.030 -0.159 -0.547
H -0.395 1.464 -0.843
H -0.957 1.732 0.857
H 0.028 -0.408 1.566
H 1.194 -0.499 -1.255
H 1.343 -1.807 -0.073
H 2.045 -0.221 0.278
*
```


# C44H38CoIN3O3P

C44H38CoIN3O3P as an isolated structure in a non-equilibrium geometry (the ωB97M-V functional and the def2-TZVPD basis, OMol25).

## Properties
Gap between HOMO and LUMO (alpha / beta) in eV: 7.0 / 4.7
LUMO (alpha / beta) in eV: -5.452 / -8.346
E_HOMO (alpha / beta) in eV: -12.4111 / -12.9972

```
! RIJCOSX wB97M-V def2-TZVPD def2/J DEFGRID3
* xyz 2 5
Co -0.531 0.911 0.090
C 3.391 -2.430 5.110
O 2.501 -2.355 3.965
C 2.796 -3.303 3.034
C 3.115 -4.633 3.325
C 3.667 -5.431 2.306
C 3.747 -4.934 1.013
C 3.225 -3.681 0.663
C 2.896 -2.813 1.708
N 2.674 -1.445 1.428
C 1.582 -0.928 0.825
N 0.626 -1.837 0.382
C -0.761 -1.733 0.626
C -1.447 -0.502 0.747
C -2.588 -0.560 1.518
C -3.108 -1.747 2.071
C -2.629 -2.985 1.645
C -1.385 -2.953 1.019
O -0.544 -4.037 0.838
C -0.989 -5.311 1.253
N 1.359 0.372 0.632
C 2.137 1.378 1.190
C 2.835 2.255 0.361
C 3.541 3.311 0.920
C 3.528 3.486 2.314
C 2.933 2.551 3.117
C 2.157 1.548 2.604
O 1.408 0.664 3.345
C 1.148 1.081 4.659
H 4.359 -2.012 4.841
H 3.483 -3.500 5.368
H 2.979 -1.830 5.967
H 2.929 -5.065 4.352
H 4.100 -6.388 2.558
H 4.281 -5.571 0.259
H 3.352 -3.327 -0.334
H 3.189 -0.789 1.993
H 0.923 -2.825 0.360
H -3.111 0.364 1.684
H -3.940 -1.630 2.776
H -3.198 -3.925 1.835
H -1.495 -5.396 2.261
H -0.081 -5.944 1.334
H -1.605 -5.742 0.488
H 2.748 2.106 -0.705
H 3.969 4.080 0.266
H 4.020 4.335 2.723
H 3.012 2.748 4.211
H 0.440 0.389 5.116
H 0.634 2.015 4.736
H 2.065 1.107 5.305
I -0.527 3.351 0.992
C 0.341 3.752 -1.112
C 1.470 4.580 -1.098
C 1.691 5.447 -2.172
C 0.784 5.532 -3.190
C -0.304 4.666 -3.239
C -1.260 4.839 -4.295
C -2.197 3.852 -4.499
C -2.237 2.674 -3.677
C -1.413 2.556 -2.578
P -1.679 1.038 -1.580
C -1.129 -0.274 -2.774
C -0.291 0.067 -3.815
C 0.050 -0.843 -4.826
C -0.345 -2.182 -4.738
C -1.066 -2.584 -3.620
C -1.424 -1.626 -2.640
C -3.483 1.065 -1.537
C -4.117 2.201 -1.004
C -5.483 2.365 -1.095
C -6.266 1.377 -1.725
C -5.628 0.260 -2.236
C -4.253 0.043 -2.077
C -0.473 3.601 -2.265
H 2.073 4.756 -0.216
H 2.566 6.086 -2.276
H 0.836 6.260 -3.953
H -1.123 5.701 -5.004
H -3.002 3.979 -5.190
H -2.917 1.879 -3.943
H 0.021 1.089 -3.941
H 0.650 -0.529 -5.704
H -0.025 -2.874 -5.537
H -1.334 -3.624 -3.498
H -1.961 -2.012 -1.757
H -3.497 3.018 -0.598
H -5.957 3.240 -0.675
H -7.369 1.461 -1.736
H -6.235 -0.464 -2.782
H -3.829 -0.862 -2.494
*
```


# C4H9O2P

A 2-piece molecular cluster, C4H9O2P overall in a non-equilibrium geometry (the ωB97M-V functional and the def2-TZVPD basis, OMol25).

## Properties
Energy above the lowest of the compared OMol25 structures with the same formula, charge and spin in kJ/mol: 346.3
Gap between HOMO and LUMO in eV: 8.5
LUMO in eV: -0.499
E_HOMO in eV: -8.9948

```
! RIJCOSX wB97M-V def2-TZVPD def2/J DEFGRID3
* xyz 0 1
C 1.784 0.932 0.790
C -1.607 -0.277 -1.480
C -0.261 -1.306 1.034
C 1.652 1.079 -0.602
O 2.193 0.029 1.467
O -1.560 1.184 0.844
P -0.743 0.192 0.116
H 1.297 1.820 1.359
H -1.797 -1.447 -1.422
H -2.541 0.244 -1.134
H -1.185 -0.043 -2.400
H -0.086 -2.020 0.190
H 0.509 -1.332 1.751
H -1.121 -1.719 1.661
H 2.135 0.548 -1.431
H 1.332 2.115 -0.743
*
```


# H8O4

A 4-piece molecular cluster, H8O4 overall in a non-equilibrium geometry (the ωB97M-V functional and the def2-TZVPD basis, OMol25).

## Properties
Energy above the lowest of the compared OMol25 structures with the same formula, charge and spin in kJ/mol: 137.5
SMILES: O.O.O.O
Gap between HOMO and LUMO in eV: 11.6
LUMO in eV: 0.546
E_HOMO in eV: -11.0915

```
! RIJCOSX wB97M-V def2-TZVPD def2/J DEFGRID3
* xyz 0 1
O 2.708 -2.455 -0.495
H 3.292 -1.934 0.130
H 1.881 -2.614 -0.015
O 0.512 -0.375 -2.436
H -0.219 -1.075 -2.497
H 1.276 -0.826 -2.106
O -2.796 5.075 2.105
H -3.493 5.350 2.762
H -2.975 4.142 2.067
O 0.187 -1.894 0.126
H -0.493 -2.411 0.367
H 0.120 -0.982 -0.007
*
```


# C33H26AlF6N3O7PS3

C33H26AlF6N3O7PS3 as an isolated structure in a non-equilibrium geometry (the ωB97M-V functional and the def2-TZVPD basis, OMol25).

## Properties
Energy above the lowest of the compared OMol25 structures with the same formula, charge and spin in kJ/mol: 93.8
Gap between HOMO and LUMO in eV: 9.1
LUMO in eV: -2.554
E_HOMO in eV: -11.6980

```
! RIJCOSX wB97M-V def2-TZVPD def2/J DEFGRID3
* xyz 1 1
Al -0.075 0.178 -0.192
F 0.337 -2.261 3.784
C 0.465 -0.980 4.109
F -0.686 -0.518 4.567
F 1.409 -0.825 5.009
S 0.894 -0.025 2.576
O -0.228 -0.361 1.652
O 1.001 1.358 2.883
N 2.232 -0.727 2.134
S 2.824 -0.144 0.798
O 1.652 0.475 0.091
O 3.628 -1.051 0.081
C 3.859 1.371 1.214
F 3.169 2.464 0.955
F 4.148 1.317 2.505
F 4.964 1.350 0.502
C -3.980 -4.717 1.629
C -4.170 -4.521 0.268
C -3.342 -3.658 -0.431
C -2.318 -2.983 0.231
C -2.122 -3.192 1.592
C -2.957 -4.053 2.288
P -1.098 -2.025 -0.749
C 0.065 -3.387 -1.056
C 1.219 -3.374 -0.278
C 2.147 -4.393 -0.390
C 1.911 -5.438 -1.272
C 0.750 -5.466 -2.029
C -0.179 -4.441 -1.926
C -2.134 -1.566 -2.165
C -1.992 -1.991 -3.478
C -2.932 -1.598 -4.423
C -3.990 -0.777 -4.066
C -4.113 -0.320 -2.760
C -3.187 -0.718 -1.815
H -4.625 -5.393 2.173
H -4.961 -5.043 -0.253
H -3.497 -3.506 -1.491
H -1.315 -2.682 2.104
H -2.805 -4.208 3.348
H 1.399 -2.542 0.388
H 3.054 -4.357 0.199
H 2.644 -6.226 -1.377
H 0.564 -6.292 -2.702
H -1.083 -4.467 -2.522
H -1.160 -2.623 -3.761
H -2.839 -1.941 -5.445
H -4.718 -0.491 -4.813
H -4.914 0.353 -2.488
H -3.266 -0.392 -0.780
O -1.881 2.062 -2.522
C -0.852 1.497 -2.849
N 0.039 0.992 -1.938
S 1.359 0.304 -2.674
O 1.244 -1.088 -2.299
O 2.601 0.957 -2.413
C 0.834 0.642 -4.324
C 1.479 0.404 -5.519
C 0.840 0.821 -6.680
C -0.403 1.443 -6.623
C -1.024 1.697 -5.408
C -0.386 1.293 -4.248
H 2.443 -0.087 -5.539
H 1.311 0.649 -7.638
H -0.891 1.742 -7.541
H -1.989 2.184 -5.349
N -1.217 1.829 0.279
C -0.546 3.049 0.733
C 0.429 3.639 -0.056
C 1.017 4.824 0.359
C 0.639 5.411 1.557
C -0.321 4.801 2.351
C -0.920 3.623 1.936
H -1.958 1.625 0.945
H -1.675 2.045 -0.622
H 0.732 3.175 -0.985
H 1.772 5.290 -0.259
H 1.091 6.342 1.871
H -0.611 5.249 3.291
H -1.671 3.152 2.560
*
```